[1]
ORCA calculation (ωB97M-V with the def2-TZVPD basis set) on 3 unconnected molecules or ions with the total composition C4H15NO2 at a distorted geometry.

The LUMO energy comes out at 0.0317 Ha. For the energy above the lowest of the compared OMol25 structures with the same formula, charge and spin, the calculation gives 13.8 kcal per mole. The HOMO energy comes out at -9.5167 eV. The spin multiplicity is 1. The SMILES is CCNCC.O.O.

CARTESIAN COORDINATES (ANGSTROEM)
C -0.32 2.24 0.92
C -0.15 0.84 1.49
N -0.14 -0.14 0.37
C 0.08 -1.49 0.97
C 0.05 -2.51 -0.15
H -1.16 2.18 0.23
H -0.55 3.02 1.66
H 0.60 2.53 0.41
H -0.90 0.61 2.25
H 0.85 0.76 1.93
H -1.01 -0.16 -0.16
H -0.79 -1.68 1.61
H 0.96 -1.44 1.61
H 0.84 -2.29 -0.87
H -0.93 -2.47 -0.64
H 0.18 -3.55 0.17
O -1.16 0.64 -2.48
H -1.10 0.06 -3.23
H -0.26 0.96 -2.29
O 1.48 0.91 -1.49
H 1.06 0.37 -0.72
H 2.38 0.59 -1.58

Mulliken population analysis, charges in e, atoms 1 to 8: atom 1 (C): -1.074, atom 2 (C): -0.535, atom 3 (N): -0.383, atom 4 (C): -0.455, atom 5 (C): -1.143, atom 6 (H): 0.261, atom 7 (H): 0.385, atom 8 (H): 0.275


[2]
ORCA calculation (ωB97M-V with the def2-TZVPD basis set) on 3 unconnected molecules or ions with the total composition C4H15NO2 at a distorted geometry.

The LUMO energy comes out at 0.0245 Ha. For the energy above the lowest of the compared OMol25 structures with the same formula, charge and spin, the calculation gives 36.5 kcal per mole. The HOMO energy comes out at -8.2325 eV. The spin multiplicity is 1. The SMILES is CNC(C)C.O.O.

CARTESIAN COORDINATES (ANGSTROEM)
C 0.93 -0.32 0.77
N -0.06 -0.54 -0.28
C -0.04 -1.72 -1.12
C 0.84 -2.84 -0.57
C -1.50 -2.20 -1.36
H 1.92 -0.20 0.31
H 0.73 0.54 1.37
H 1.01 -1.21 1.39
H -0.95 -0.24 0.08
H 0.33 -1.39 -2.11
H 0.74 -3.73 -1.18
H 1.89 -2.52 -0.67
H 0.64 -3.09 0.47
H -1.81 -2.32 -2.38
H -1.67 -3.14 -0.82
H -2.15 -1.52 -0.79
O 2.77 4.82 1.26
H 3.12 5.67 0.96
H 2.71 4.24 0.50
O -2.84 4.15 1.26
H -2.80 3.26 1.64
H -3.79 4.29 1.29

Mulliken population analysis, charges in e, atoms 1 to 8: atom 1 (C): -0.874, atom 2 (N): -0.322, atom 3 (C): 0.719, atom 4 (C): -1.603, atom 5 (C): -1.217, atom 6 (H): 0.251, atom 7 (H): 0.331, atom 8 (H): 0.260


[3]
ORCA calculation (ωB97M-V with the def2-TZVPD basis set) on 3 unconnected molecules or ions with the total composition C4H15NO2 at a distorted geometry.

The LUMO energy comes out at 0.0148 Ha. For the energy above the lowest of the compared OMol25 structures with the same formula, charge and spin, the calculation gives 54.6 kcal per mole. The HOMO energy comes out at -8.9567 eV. The spin multiplicity is 1. The SMILES is CCNCC.O.O.

CARTESIAN COORDINATES (ANGSTROEM)
C 1.79 1.04 1.02
C 1.10 0.14 2.12
N 0.67 -1.11 1.52
C -0.85 -1.37 1.79
C -1.21 -2.59 0.96
H 0.98 1.31 0.24
H 2.61 0.55 0.50
H 2.43 1.77 1.54
H 1.78 -0.20 2.91
H 0.32 0.77 2.47
H 0.75 -1.04 0.48
H -1.03 -1.54 2.91
H -1.52 -0.43 1.54
H -0.57 -2.45 -0.05
H -0.92 -3.57 1.48
H -2.31 -2.74 0.59
O 0.15 0.89 -4.44
H -0.32 0.78 -5.28
H -0.26 1.76 -4.13
O -0.90 2.79 -2.90
H -0.98 2.02 -2.33
H -1.70 3.24 -2.93

Mulliken population analysis, charges in e, atoms 1 to 8: atom 1 (C): -1.100, atom 2 (C): -0.367, atom 3 (N): -0.452, atom 4 (C): -0.265, atom 5 (C): -0.812, atom 6 (H): 0.209, atom 7 (H): 0.337, atom 8 (H): 0.368